Below is C7H13Cl in the gas phase, with properties calculated with the ωB97M-V functional and the def2-TZVPD basis.

Last column: Mulliken charge in e.
Geometry (Å):
C1 1.146 1.957 -0.214  -1.559
C2 0.156 0.877 -0.477  0.262
C3 -0.875 0.701 0.634  -0.886
C4 -0.909 -0.804 0.362  0.134
C5 -2.041 -1.310 -0.533  -1.486
C6 0.437 -0.632 -0.423  0.031
C7 1.537 -0.983 0.521  -0.846
H1 0.668 2.969 -0.251  0.400
H2 1.711 1.955 0.776  0.246
H3 1.921 1.999 -1.022  0.356
H4 -0.373 1.072 -1.420  0.278
H5 -0.448 0.916 1.627  0.249
H6 -1.816 1.299 0.602  0.360
H7 -0.879 -1.420 1.267  0.452
H8 -2.105 -0.725 -1.450  0.304
H9 -1.846 -2.381 -0.736  0.358
H10 -3.025 -1.219 0.031  0.361
H11 0.546 -1.134 -1.379  0.492
H12 1.484 -2.035 0.842  0.432
H13 1.505 -0.332 1.408  0.288
Cl1 3.204 -0.770 -0.164  -0.227

**HOMO level**: -10.27 eV
**SMILES**: C[C@@H]1C[C@@H](C)C1CCl
**Kohn-Sham gap**: 11.31 eV

Below is C8H12N2OS in the gas phase, with properties calculated with the ωB97M-V functional and the def2-TZVPD basis.

Last column: Mulliken charge in e.
Geometry (Å):
C1 0.141 -0.204 -0.308  -0.377
C2 1.089 0.166 0.570  -0.038
C3 -0.984 0.760 -0.398  1.861
C4 -0.329 2.057 0.316  -1.245
C5 0.229 -1.679 -0.738  -0.994
C6 2.040 -0.986 0.997  -0.690
C7 0.984 1.599 1.112  -0.718
C8 1.573 -2.152 0.057  -0.588
N1 -1.982 0.241 0.427  -0.307
N2 -1.311 0.993 -1.727  -0.597
O1 -4.386 -0.092 -0.531  -0.501
S1 -3.365 -0.413 0.527  0.334
H1 -0.914 2.412 1.137  0.332
H2 -0.370 2.866 -0.470  0.426
H3 -0.660 -2.302 -0.507  0.287
H4 0.264 -1.683 -1.764  0.474
H5 3.059 -0.642 0.702  0.225
H6 1.998 -1.215 2.036  0.399
H7 0.869 1.631 2.139  0.400
H8 1.729 2.315 0.778  0.254
H9 1.281 -3.033 0.638  0.240
H10 2.293 -2.428 -0.712  0.331
H11 -1.133 0.122 -2.228  0.233
H12 -2.115 1.667 -2.054  0.258

**HOMO level**: -8.79 eV
**Kohn-Sham gap**: 8.32 eV

Below is a molecular structure, C34H45As2N5OSTi, with properties calculated with the ωB97M-V functional and the def2-TZVPD basis.

Last column: Mulliken charge in e.
Geometry (Å):
Ti1 0.655 0.013 0.356  -0.145
N1 0.133 1.828 2.826  -0.184
C1 -0.705 2.675 3.422  -0.389
C2 -1.754 2.903 2.547  -1.037
C3 -1.464 2.129 1.436  -0.855
N2 -0.302 1.467 1.598  0.938
H1 0.974 1.416 3.195  0.030
H2 -0.508 3.059 4.410  0.517
H3 -2.604 3.544 2.703  0.520
H4 -2.034 2.008 0.532  0.597
C4 -3.830 1.728 -2.159  -1.578
C5 -2.669 1.042 -2.899  1.935
C6 -3.125 -0.275 -3.549  -1.406
C7 -2.042 1.986 -3.937  -1.560
C8 -1.641 0.718 -1.901  -0.502
N3 -0.838 0.460 -1.119  0.495
H5 -4.615 1.945 -2.882  0.480
H6 -3.514 2.673 -1.714  0.385
H7 -4.244 1.082 -1.385  0.256
H8 -3.891 -0.042 -4.288  0.459
H9 -3.557 -0.951 -2.811  0.227
H10 -2.303 -0.775 -4.061  0.371
H11 -2.801 2.221 -4.683  0.484
H12 -1.200 1.519 -4.450  0.306
H13 -1.716 2.921 -3.482  0.312
N4 4.302 0.322 2.465  -0.341
C9 3.219 -0.423 2.261  0.594
N5 3.200 -1.689 2.679  -0.207
O1 2.206 0.089 1.678  -0.444
H14 5.110 -0.018 2.961  0.199
H15 4.284 1.293 2.201  0.265
H16 3.972 -2.105 3.175  0.219
H17 2.371 -2.245 2.540  -0.103
S1 0.909 -2.968 -1.759  0.051
C10 0.905 -1.787 -0.822  0.735
C11 2.802 -0.376 -4.257  -1.383
C12 1.809 0.440 -3.435  -0.007
As1 2.355 0.793 -1.585  0.351
C13 2.492 2.738 -1.483  -0.950
C14 1.150 3.445 -1.618  -0.752
C15 4.201 0.216 -1.367  -0.920
C16 4.387 -1.269 -1.087  -0.866
H18 2.428 -0.487 -5.275  0.435
H19 2.946 -1.377 -3.850  0.243
H20 3.776 0.106 -4.327  0.353
H21 0.839 -0.056 -3.391  0.090
H22 1.649 1.421 -3.886  0.482
H23 3.183 3.035 -2.275  0.582
H24 2.971 2.973 -0.531  0.501
H25 0.648 3.187 -2.552  0.160
H26 1.294 4.524 -1.616  0.478
H27 0.480 3.200 -0.789  -0.003
H28 4.586 0.823 -0.544  0.588
H29 4.742 0.526 -2.261  0.697
H30 3.807 -1.597 -0.219  -0.012
H31 5.436 -1.484 -0.887  0.448
H32 4.089 -1.884 -1.935  0.199
C17 -0.035 -6.363 2.370  -0.560
C18 0.984 -5.581 1.844  -1.175
C19 0.769 -4.229 1.617  0.197
C20 -0.465 -3.663 1.924  0.824
C21 -1.487 -4.446 2.455  -0.551
C22 -1.268 -5.798 2.673  -0.868
As2 -0.770 -1.777 1.754  1.923
C23 -1.091 -1.070 3.507  0.165
C24 -0.214 -1.010 4.579  -0.724
C25 -0.645 -0.431 5.765  -0.713
C26 -1.934 0.084 5.858  -1.035
C27 -2.809 0.014 4.783  -0.539
C28 -2.396 -0.573 3.591  0.249
C29 -3.235 -0.789 2.389  0.217
C30 -4.577 -0.445 2.264  -0.706
C31 -5.272 -0.784 1.112  -0.857
C32 -4.643 -1.465 0.073  -0.918
C33 -3.299 -1.795 0.171  -0.457
C34 -2.612 -1.455 1.326  0.060
H33 0.131 -7.417 2.543  0.427
H34 1.940 -6.027 1.604  0.463
H35 1.563 -3.635 1.172  0.264
H36 -2.447 -4.008 2.700  0.461
H37 -2.059 -6.410 3.082  0.440
H38 0.781 -1.437 4.518  0.544
H39 0.013 -0.401 6.624  0.479
H40 -2.269 0.523 6.788  0.470
H41 -3.815 0.397 4.890  0.489
H42 -5.094 0.061 3.069  0.505
H43 -6.322 -0.537 1.031  0.478
H44 -5.214 -1.753 -0.801  0.488
H45 -2.810 -2.339 -0.629  0.621

**2S+1**: 2
**Total charge**: +3
**HOMO level (alpha / beta)**: -15.75 / -15.75 eV
**<S²>**: 0.758
**Kohn-Sham gap (alpha / beta)**: 6.35 / 6.45 eV